No. 1
Computed, not measured: a structure of composition C26H27BrN4OS2TeTi in a non-equilibrium geometry, with ωB97M-V/def2-TZVPD.

Last column: Löwdin charge in e.
Element x y z (Å)
Ti -0.64255 -0.39974 -0.44335  0.850
C -2.89217 -2.21768 0.69003  -0.183
C -2.02549 -3.16238 -0.11610  -0.182
N -1.36325 -2.47087 -1.22610  -0.124
C -2.25678 -1.84265 -2.23702  -0.260
C -2.32787 -0.37634 -1.85310  -0.208
S -0.98795 1.72409 0.61164  0.519
C -2.23779 1.31415 1.84844  -0.564
C -3.04115 0.09242 1.48088  -0.276
N -2.15138 -1.01803 1.09560  -0.143
H -3.74003 -1.88290 0.08889  0.119
H -3.30289 -2.75000 1.55328  0.134
H -1.24491 -3.58712 0.51820  0.124
H -2.65447 -3.98634 -0.47498  0.127
H -0.69592 -3.10200 -1.65597  0.126
H -1.79095 -1.97783 -3.21476  0.110
H -3.22532 -2.35557 -2.27421  0.112
H -2.16856 0.29247 -2.69753  0.037
H -3.28171 -0.10350 -1.40296  0.039
H -1.72583 1.18349 2.80761  0.031
H -2.91211 2.16517 1.94375  0.077
H -3.69076 -0.21077 2.31117  0.131
H -3.67296 0.31112 0.61905  0.103
H -1.52097 -1.22064 1.87932  0.119
Br 5.13380 -4.93540 -1.89382  0.737
C 3.73488 -3.85747 -1.21015  -0.693
C 3.30189 -4.04526 0.11004  -0.097
C 2.28545 -3.28402 0.62561  0.017
C 1.62772 -2.31387 -0.15962  -0.325
O 0.64365 -1.64167 0.35523  -0.242
C 2.11330 -2.09026 -1.48106  -0.132
C 1.71801 -0.97016 -2.25824  -0.025
N 0.75276 -0.13685 -1.97635  -0.020
C 0.75735 1.13743 -2.61551  -0.233
C 0.13578 1.38595 -3.80846  -0.020
C 0.16991 2.68658 -4.35047  -0.065
C 0.80641 3.70056 -3.68829  -0.025
C 1.45274 3.46293 -2.45465  -0.148
C 2.11688 4.46241 -1.70456  -0.007
C 2.68811 4.12892 -0.51160  -0.030
C 2.61309 2.79011 -0.05850  -0.130
N 2.02760 1.83472 -0.73157  0.120
C 1.44503 2.16142 -1.90945  -0.195
C 3.16992 -2.88510 -1.98466  -0.081
H 3.78763 -4.79047 0.72516  0.107
H 1.95457 -3.40464 1.64867  0.126
H 2.33927 -0.76087 -3.12935  0.151
H -0.38297 0.58811 -4.32450  0.115
H -0.33054 2.87677 -5.29038  0.106
H 0.81512 4.70444 -4.09451  0.115
H 2.14915 5.47708 -2.08206  0.117
H 3.19256 4.86546 0.09771  0.108
H 3.03866 2.51065 0.89970  0.072
H 3.53873 -2.70306 -2.98598  0.111
Te 1.29810 0.52942 2.88580  0.632
C 0.30555 1.33483 4.55768  -1.102
C -0.37958 0.69243 5.55900  -0.292
C -0.95330 1.56615 6.52109  -0.230
C -0.71486 2.87874 6.25239  -0.456
S 0.22287 3.04096 4.82064  0.871
H -0.46030 -0.38508 5.59816  0.082
H -1.52056 1.23180 7.37919  0.090
H -1.04062 3.73779 6.81588  0.050

The charge is 0. For the energy above the lowest of the compared OMol25 structures with the same formula, charge and spin, the calculation gives 168.5 kJ/mol. For the HOMO-LUMO gap (spin up / spin down), the calculation gives 0.157 / 0.129 Eh. For the LUMO energy (spin up / spin down), the calculation gives -1.112 / -1.483 eV.

No. 2
Computed, not measured: a structure of composition C26H27F24N13O16S8Zn in a non-equilibrium geometry, with ωB97M-V/def2-TZVPD.

Last column: Löwdin charge in e.
Element x y z (Å)
Zn 22.68197 17.06185 4.30223  0.480
C 20.13814 17.22072 1.19982  -0.593
F 19.38133 17.76852 2.12807  0.147
F 19.53978 16.85252 0.07374  0.138
F 21.19012 18.03450 0.86769  0.081
S 20.92827 15.59800 1.95469  0.721
O 19.92264 14.54007 1.65648  -0.292
O 22.12352 15.44602 1.15212  -0.327
N 21.27400 15.94950 3.63945  -0.359
S 20.15063 15.15066 4.45962  0.595
O 20.32976 15.48997 5.85019  -0.293
O 18.74320 15.31972 4.12133  -0.291
C 20.58258 13.22101 4.28969  -0.548
F 19.41783 12.55428 4.36958  0.138
F 21.30346 13.02901 3.16882  0.097
F 21.40942 12.99410 5.33719  0.114
C 21.61840 8.79994 4.91631  -0.584
F 21.83720 8.21881 3.67054  0.067
F 22.83400 8.88161 5.33605  0.140
F 21.17056 10.07610 4.69984  0.077
S 20.37438 7.69797 5.95818  0.668
O 19.05025 8.26065 5.65944  -0.346
O 20.46269 6.32894 5.51321  -0.291
N 20.67487 8.06136 7.62101  -0.281
S 21.93052 7.19425 7.93322  0.541
O 22.80726 6.76368 6.86324  -0.320
O 22.64221 7.74555 9.09165  -0.334
C 21.11055 5.53192 8.60892  -0.583
F 21.07438 4.66118 7.53159  0.069
F 21.82358 5.03556 9.63281  0.105
F 19.90295 5.73703 9.13267  0.120
C 16.83302 11.52495 6.47992  -0.578
F 15.71081 11.24976 7.19943  0.142
F 17.17360 10.42061 5.78883  0.125
F 16.76209 12.52354 5.58952  0.157
S 18.34729 11.83842 7.58474  0.777
O 19.53439 11.25179 6.85506  -0.146
O 18.47187 13.25514 7.90292  -0.211
N 18.27188 10.71006 8.86496  -0.180
S 17.30105 11.37206 9.92225  0.630
O 16.41357 12.45342 9.48927  -0.311
O 16.69053 10.27201 10.69425  -0.291
C 18.56569 12.32480 11.15444  -0.618
F 19.30135 13.19953 10.49735  0.162
F 17.84738 12.92509 12.11823  0.139
F 19.28428 11.41115 11.77169  0.163
C 25.96807 18.77080 5.87427  -0.604
F 26.69708 19.63312 6.50281  0.195
F 26.22471 18.93727 4.56379  0.114
F 26.19832 17.44592 6.15026  0.099
S 24.07967 19.17330 6.28072  0.785
O 24.08036 19.85516 7.55703  -0.254
O 23.49394 19.96134 5.14135  -0.367
N 23.27626 17.59361 5.96744  -0.388
S 23.31468 16.78438 7.31173  0.594
O 22.96033 15.38916 7.07326  -0.289
O 24.51559 16.98575 8.13151  -0.278
C 21.80898 17.52040 8.20709  -0.578
F 21.09610 18.49920 7.49925  0.067
F 20.94634 16.53948 8.56168  0.136
F 22.25772 18.16738 9.25731  0.146
C 21.63556 11.96402 0.24089  -0.063
C 20.33079 11.78497 -0.37752  -0.288
N 19.28419 11.66352 -0.79595  0.147
H 22.30136 11.62968 -0.55473  0.084
H 21.81066 11.32669 1.10764  0.084
H 21.86282 12.99172 0.52424  0.045
C 24.70702 12.48756 5.86686  -0.047
C 24.85990 11.61831 4.73237  -0.304
N 24.94740 10.93408 3.80614  0.153
H 25.06272 11.86810 6.69018  0.101
H 23.66306 12.77706 5.98702  0.071
H 25.38304 13.32083 5.67516  0.078
C 18.10483 10.23793 2.32810  -0.059
C 16.69161 10.02451 2.02802  -0.278
N 15.58507 9.80610 1.80713  0.115
H 18.30224 10.52565 3.36074  0.054
H 18.53308 11.00398 1.68168  0.049
H 18.56961 9.28105 2.09048  0.092
C 24.57576 20.05360 1.26054  -0.020
C 24.04154 18.86930 1.94557  -0.135
N 23.60076 17.90529 2.52671  0.174
H 25.34731 19.67613 0.58948  0.093
H 25.09871 20.63551 2.01947  0.093
H 23.88057 20.75537 0.79974  0.099
C 25.31051 13.78233 2.38722  -0.032
C 24.65110 14.73497 3.30100  -0.156
N 24.17751 15.52944 4.00368  0.173
H 26.13606 13.22478 2.82960  0.083
H 25.78696 14.35461 1.59123  0.087
H 24.58447 13.09980 1.94550  0.085
C 17.46790 16.09467 -1.39520  -0.070
C 16.34627 15.57626 -2.31870  -0.249
N 15.52839 15.09592 -2.95681  0.107
H 18.34768 15.66407 -1.87339  0.069
H 17.42822 15.54600 -0.45420  0.075
H 17.54523 17.18142 -1.36208  0.068
C 19.76949 20.75825 5.18665  -0.017
C 20.60753 19.65109 4.63511  -0.178
N 21.23102 18.82788 4.21019  0.169
H 18.79763 20.97562 4.74355  0.063
H 20.31327 21.69879 5.09841  0.087
H 19.48350 20.49361 6.20463  0.085
C 16.33122 18.39643 3.73183  -0.044
C 16.38864 19.29608 4.92017  -0.272
N 16.43055 20.01471 5.77895  0.131
H 17.04113 18.75305 2.98554  0.064
H 15.32467 18.18189 3.37277  0.085
H 16.70016 17.42009 4.04607  0.071
C 23.70333 16.99190 -1.13972  -0.062
C 22.73893 16.11108 -1.89511  -0.276
N 22.08941 15.36251 -2.45431  0.138
H 24.66322 17.05949 -1.65173  0.082
H 23.83596 16.49332 -0.17955  0.042
H 23.07677 17.85271 -0.90623  0.061

The charge is -1. The spin multiplicity is 2. For the HOMO-LUMO gap (spin up / spin down), the calculation gives 0.289 / 0.135 Eh. For the LUMO energy (spin up / spin down), the calculation gives 0.356 / -3.822 eV.

No. 3
Computed, not measured: a cluster of 4 separate species, C26H27F24N2O5 in total in a non-equilibrium geometry, with ωB97M-V/def2-TZVPD.

Last column: Löwdin charge in e.
Element x y z (Å)
O 0.72000 -0.44461 2.96920  0.183
C 0.58416 0.06949 1.90963  -0.412
O -0.51648 0.93044 1.76343  0.040
C -1.27627 0.63898 0.61365  -0.333
C -2.53353 1.61792 0.61133  -0.032
N -3.00239 1.62230 -0.81684  0.060
C -3.26721 0.21887 -1.29523  -0.076
C -2.98369 -0.89919 -0.22495  -0.170
N -1.70968 -0.75445 0.50313  0.015
C 1.63845 -0.20082 0.82058  -0.127
C 1.50716 -1.31986 -0.09612  -0.026
C 2.56171 -1.54174 -1.07245  -0.056
C 3.73152 -0.68950 -1.15563  -0.053
C 3.81584 0.43978 -0.25584  -0.060
C 2.78921 0.69232 0.72465  -0.012
H -0.69833 0.87435 -0.32944  0.167
H -2.21286 2.64182 0.93798  0.136
H -3.32867 1.29976 1.32251  0.154
H -2.19634 1.98382 -1.34871  0.181
H -3.77996 2.27544 -0.95823  0.191
H -4.36243 0.16032 -1.52503  0.148
H -2.68759 -0.02624 -2.21729  0.147
H -2.98071 -1.87826 -0.76587  0.115
H -3.85370 -0.94584 0.48218  0.125
H -1.71046 -1.23826 1.40005  0.132
H 0.62916 -1.99831 -0.06468  0.101
H 2.47258 -2.41160 -1.75219  0.102
H 4.53874 -0.89380 -1.89641  0.081
H 4.66681 1.15821 -0.27254  0.110
H 2.83359 1.54409 1.43689  0.120
C -2.38314 4.48850 4.91839  -0.035
C -3.44460 4.76049 6.00143  -0.442
C -4.73438 3.94203 5.91455  -0.299
F -5.38867 4.11897 4.74582  0.086
F -5.58680 4.31657 6.89474  0.107
F -3.70883 6.08488 6.03046  0.135
F -2.86558 4.46738 7.19883  0.115
O -2.35715 5.35958 3.78216  0.047
C -3.24614 5.11519 2.74184  -0.515
C -4.31223 6.20539 2.60208  -0.279
F -4.97746 6.40744 3.75028  0.112
F -5.22592 5.85063 1.66406  0.094
F -3.77353 3.87883 2.87511  0.116
F -2.49759 5.07951 1.60906  0.123
H -1.41905 4.66128 5.39874  0.152
H -2.36025 3.43871 4.62029  0.142
H -4.52720 2.87487 6.03742  0.174
H -3.85656 7.15321 2.30406  0.180
C -2.38496 -6.06513 0.49799  -0.043
C -3.07746 -4.69932 0.32919  -0.429
C -4.55262 -4.62888 0.72759  -0.291
F -5.32275 -5.48161 0.03380  0.107
F -5.03820 -3.37925 0.48275  0.077
F -2.89186 -4.26638 -0.94162  0.113
F -2.40489 -3.81346 1.12770  0.091
O -2.29708 -6.90755 -0.64798  0.044
C -3.40863 -7.69296 -0.97406  -0.519
C -4.07790 -7.25969 -2.28172  -0.278
F -4.40756 -5.95006 -2.27062  0.089
F -5.21747 -7.95650 -2.48129  0.109
F -4.26168 -7.72060 0.06758  0.140
F -2.95124 -8.95118 -1.11629  0.159
H -1.34334 -5.84092 0.73531  0.152
H -2.75717 -6.60860 1.36832  0.149
H -4.67844 -4.83698 1.79369  0.179
H -3.41136 -7.43241 -3.13042  0.178
C 8.87323 -0.02912 -4.29597  -0.036
C 9.31774 1.40093 -4.65735  -0.440
C 9.32147 2.42389 -3.51953  -0.298
F 8.10615 2.58078 -2.95274  0.087
F 9.68729 3.63898 -3.99094  0.101
F 8.57908 1.83736 -5.70247  0.130
F 10.59762 1.30865 -5.11568  0.112
O 7.50884 -0.38177 -4.54345  0.047
C 6.55517 -0.01929 -3.59806  -0.515
C 5.58143 1.04580 -4.11313  -0.275
F 6.22228 2.13238 -4.57598  0.108
F 4.76131 1.45954 -3.11529  0.088
F 7.16881 0.33810 -2.45451  0.136
F 5.86030 -1.15180 -3.31044  0.113
H 9.43526 -0.68965 -4.95777  0.152
H 9.18486 -0.31396 -3.28964  0.146
H 10.03272 2.13647 -2.73996  0.175
H 4.96751 0.64530 -4.92406  0.178

The charge is +1. For the HOMO-LUMO gap, the calculation gives 0.311 Eh. For the LUMO energy, the calculation gives -3.174 eV.